[1]
Entry from the Open Molecules 2025 dataset: C36H61Br2F6NO5S3Si2Ti as an isolated structure in a non-equilibrium geometry (the ωB97M-V functional and the def2-TZVPD basis).

Results
* energy above the lowest of the compared OMol25 structures with the same formula, charge and spin: 42.2 kJ/mol
* E_tot: -277802.376 eV
* frontier orbital gap: 5.6498 eV

Geometry as ORCA input:
```
! wB97M-V def2-TZVPD RIJCOSX def2/J DEFGRID3
* xyz 2 1
Ti -1.039 1.516 0.082
F -2.823 4.484 2.410
C -3.775 3.743 1.905
F -4.844 4.440 1.630
F -4.049 2.720 2.686
S -3.128 3.027 0.250
O -1.639 3.366 0.252
O -3.078 1.532 0.389
N -3.905 3.430 -0.972
S -3.363 4.746 -1.839
O -4.276 5.006 -2.885
O -2.881 5.739 -0.940
C -1.844 3.973 -2.668
F -1.773 2.640 -2.376
F -0.741 4.546 -2.233
F -1.936 4.089 -3.967
C 0.419 -2.408 10.328
C 0.135 -1.817 8.975
O -0.604 -2.277 8.158
S 1.103 -0.301 8.702
C 0.669 0.065 7.035
C -0.665 0.130 6.629
C -0.973 0.382 5.310
C 0.058 0.587 4.381
C 1.397 0.564 4.796
C 1.695 0.302 6.117
C -0.255 0.806 3.025
C -0.523 0.978 1.837
H -0.395 -3.073 10.602
H 0.551 -1.631 11.080
H 1.345 -2.982 10.266
H -1.455 -0.016 7.351
H -2.004 0.425 4.987
H 2.187 0.736 4.078
H 2.724 0.269 6.447
C -5.429 -2.559 -2.236
C -4.433 -1.609 -1.525
C -4.996 -1.274 -0.135
C -4.360 -0.283 -2.304
Si -2.813 -2.567 -1.444
Br -1.132 -0.634 -1.067
C -2.440 -3.544 0.123
C -1.089 -4.270 0.047
C -2.440 -2.705 1.413
C -3.564 -4.606 0.221
C -2.071 -3.169 -3.075
C -2.403 -2.233 -4.248
C -2.718 -4.551 -3.332
C -0.541 -3.350 -3.073
H -6.422 -2.103 -2.194
H -5.506 -3.538 -1.755
H -5.186 -2.716 -3.286
H -5.928 -0.720 -0.274
H -4.319 -0.640 0.439
H -5.233 -2.157 0.457
H -5.384 0.042 -2.509
H -3.842 -0.346 -3.257
H -3.885 0.494 -1.708
H -0.252 -3.584 -0.100
H -1.064 -5.026 -0.737
H -0.927 -4.789 0.996
H -1.706 -1.899 1.390
H -2.170 -3.367 2.240
H -3.413 -2.279 1.647
H -3.588 -5.277 -0.640
H -4.554 -4.166 0.337
H -3.376 -5.222 1.104
H -3.472 -2.102 -4.408
H -1.995 -2.677 -5.160
H -1.945 -1.248 -4.131
H -3.805 -4.509 -3.405
H -2.453 -5.283 -2.568
H -2.343 -4.931 -4.287
H -0.004 -2.439 -2.809
H -0.239 -3.619 -4.089
H -0.203 -4.147 -2.417
C 4.773 -0.124 -3.160
C 3.500 0.006 -2.288
C 3.439 -1.196 -1.333
C 2.259 -0.090 -3.190
Si 3.692 1.646 -1.377
Br 1.190 2.022 -0.695
C 4.422 1.615 0.356
C 4.487 3.019 0.978
C 3.688 0.706 1.357
C 5.868 1.091 0.169
C 3.878 3.211 -2.411
C 3.156 3.097 -3.764
C 5.400 3.355 -2.655
C 3.369 4.507 -1.750
H 4.759 -1.107 -3.638
H 5.696 -0.062 -2.578
H 4.820 0.623 -3.952
H 3.348 -2.103 -1.938
H 2.570 -1.152 -0.673
H 4.334 -1.308 -0.723
H 2.326 -1.028 -3.749
H 2.172 0.715 -3.916
H 1.340 -0.121 -2.603
H 3.504 3.485 1.068
H 5.143 3.691 0.426
H 4.901 2.925 1.985
H 2.644 0.994 1.494
H 4.191 0.811 2.323
H 3.721 -0.348 1.091
H 6.460 1.707 -0.510
H 5.902 0.062 -0.190
H 6.367 1.114 1.142
H 3.531 2.286 -4.386
H 3.321 4.026 -4.315
H 2.077 2.976 -3.645
H 5.840 2.495 -3.164
H 5.954 3.527 -1.731
H 5.559 4.227 -3.294
H 2.304 4.471 -1.519
H 3.517 5.319 -2.466
H 3.906 4.775 -0.845
*
```

=====

[2]
Entry from the Open Molecules 2025 dataset: C21H27O2PdSi as an isolated structure in a non-equilibrium geometry (the ωB97M-V functional and the def2-TZVPD basis).

Results
* E_tot: -37655.479 eV
* frontier orbital gap (spin up / spin down): 6.8521 / 5.3475 eV

Geometry as ORCA input:
```
! wB97M-V def2-TZVPD RIJCOSX def2/J DEFGRID3
* xyz 1 5
C 1.324 1.741 -1.534
C 1.289 0.385 -2.211
C 0.004 -0.016 -2.344
H 2.182 -0.103 -2.610
C -0.881 0.875 -1.604
C -0.086 1.844 -0.929
H -0.434 2.784 -0.496
H 1.328 2.492 -2.347
H -0.362 -0.847 -2.951
H -1.962 0.938 -1.745
C 1.389 -1.307 1.311
C 2.290 -0.222 1.296
C 1.693 0.891 1.949
H 3.290 -0.258 0.877
C 0.408 0.481 2.443
C 0.230 -0.919 2.058
H -0.570 -1.559 2.430
H 1.551 -2.292 0.883
H 2.173 1.849 2.136
H -0.277 1.038 3.077
Pd -0.648 0.392 0.445
O -1.381 -1.417 0.448
C -2.073 -2.196 -0.527
C -3.569 -2.033 -0.487
H -1.680 -1.986 -1.548
H -1.886 -3.242 -0.241
H -3.983 -1.182 -1.022
H -6.161 -1.858 -0.380
C -5.774 -2.530 0.392
C -4.354 -2.663 0.457
C -3.792 -3.409 1.567
H -2.700 -3.380 1.712
C -4.628 -4.176 2.356
H -4.200 -4.794 3.141
C -6.023 -4.161 2.156
H -6.670 -4.768 2.793
C -6.587 -3.321 1.188
H -7.668 -3.274 1.051
C 3.481 4.620 -0.689
Si 3.836 2.796 -0.899
C 4.489 2.418 -2.602
C 5.018 2.181 0.404
O 2.394 1.976 -0.624
H 4.417 5.190 -0.788
H 3.054 4.822 0.303
H 2.775 4.980 -1.450
H 5.418 2.984 -2.750
H 4.719 1.351 -2.712
H 3.782 2.706 -3.389
H 4.585 2.247 1.410
H 5.303 1.138 0.215
H 5.929 2.795 0.377
*
```

=====

[3]
Entry from the Open Molecules 2025 dataset: an isolated ion of composition C4H5Cl2OP and charge +2 in a non-equilibrium geometry (the ωB97M-V functional and the def2-TZVPD basis).

Results
* energy above the lowest of the compared OMol25 structures with the same formula, charge and spin: 275.5 kJ/mol
* E_tot: -40587.156 eV
* frontier orbital gap: 8.5476 eV

Geometry as ORCA input:
```
! wB97M-V def2-TZVPD RIJCOSX def2/J DEFGRID3
* xyz 2 1
C 0.628 -0.882 -1.380
C -0.572 -0.268 -1.308
C 1.848 -0.067 0.445
C -0.755 0.734 1.550
O 1.319 -1.036 -0.202
P -1.537 0.162 0.142
Cl 2.005 1.397 -0.255
Cl -3.335 -0.560 0.219
H 0.850 -1.362 -2.324
H -1.208 -0.106 -2.151
H 2.218 -0.402 1.336
H 0.054 1.347 1.617
H -1.514 1.043 2.312
*
```